No. 1
16
Properties=species:S:1:pos:R:3:forces:R:3:nbo_charge:R:1 method="wB97M-V/def2-TZVPD" max_force_ev_per_a=3.9 e_tot_ha=-475.033270
C 1.123 0.555 -0.575 0.1 0.3 0.2 -0.24
C -1.958 1.726 0.794 -0.3 0.5 -0.6 -0.85
N 0.071 0.295 0.431 -1.3 1.5 1.4 -0.30
C 0.976 -1.683 -0.120 0.5 0.7 0.3 0.60
C -1.786 0.716 -0.101 -0.5 -0.6 0.6 0.69
C 1.614 -0.827 -0.909 -0.5 0.0 0.2 -0.41
O 0.114 -1.089 0.782 0.0 0.1 0.2 -0.36
O 1.144 -2.995 0.055 -0.4 0.2 0.0 -0.65
O -2.201 -0.143 -0.792 0.2 0.4 0.0 -0.54
H 0.393 -3.345 0.554 0.0 0.0 0.0 0.50
H 0.652 1.057 -1.427 0.1 0.0 0.1 0.21
H 1.897 1.213 -0.168 0.1 0.0 -0.1 0.20
H 2.323 -1.067 -1.677 0.1 0.0 0.0 0.24
H -2.948 2.143 0.906 -0.2 -0.2 -0.2 0.24
H -0.228 0.978 1.316 1.7 -2.6 -2.3 0.46
H -1.183 2.467 0.931 0.3 -0.2 0.2 0.22

=====

No. 2
17
Properties=species:S:1:pos:R:3:forces:R:3:nbo_charge:R:1 method="wB97M-V/def2-TZVPD" max_force_ev_per_a=6.2 e_tot_ha=-873.200586
C 1.811 -1.289 -0.049 -4.8 1.3 0.2 -0.40
C -0.509 -0.513 -0.001 0.1 0.5 -0.7 0.14
C 0.143 0.645 -0.081 -1.1 0.1 1.6 -0.22
C -1.987 -0.896 -0.036 2.9 -0.4 -3.0 -0.68
C -0.572 1.910 0.196 -0.7 -0.8 0.5 -0.66
N 0.377 -1.614 -0.067 6.2 0.1 0.8 0.16
O -0.063 -2.751 0.031 0.1 -1.0 -0.5 -0.39
O 2.412 0.951 1.296 0.4 0.6 1.9 -0.89
O 2.535 1.093 -1.167 -0.9 -1.0 1.8 -0.90
S 1.935 0.513 0.050 -0.7 -1.4 -4.4 2.13
H 2.564 -1.884 -0.493 0.3 -0.8 -0.1 0.24
H -2.419 -0.528 0.847 -1.2 -0.1 1.0 0.24
H -1.841 -2.012 -0.243 -1.4 1.5 0.8 0.28
H -2.305 -0.388 -0.990 -0.5 -0.5 1.2 0.24
H -1.705 1.772 0.269 1.8 0.4 0.2 0.23
H -0.326 2.573 -0.554 0.0 1.6 -2.2 0.24
H -0.049 2.416 0.993 -0.5 0.0 1.1 0.25

=====

No. 3
17
Properties=species:S:1:pos:R:3:forces:R:3:nbo_charge:R:1 method="wB97M-V/def2-TZVPD" max_force_ev_per_a=4.9 e_tot_ha=-550.323673
N 4.269 0.343 0.345 -0.8 0.1 0.2 -0.90
C 5.335 1.128 -0.148 2.1 -0.9 3.3 0.64
O 5.821 2.064 0.489 -1.4 -0.7 -1.8 -0.55
C 6.276 0.295 -1.055 -0.7 0.1 -1.2 0.44
O 6.223 -0.915 -1.088 0.0 0.6 0.5 -0.49
C 7.165 1.081 -1.873 0.9 0.8 -0.6 -0.12
C 7.860 1.762 -2.598 -0.6 -0.8 0.7 0.11
C 8.711 2.569 -3.467 -0.2 0.5 0.2 -0.15
O 9.607 1.742 -4.170 0.1 -0.2 -0.1 -0.69
H 3.731 0.764 1.095 0.6 0.1 0.1 0.40
H 4.459 -0.635 0.541 0.2 0.2 -0.6 0.43
H 8.055 3.139 -4.149 0.1 -0.1 0.1 0.20
H 9.238 3.304 -2.834 -0.1 -0.2 -0.1 0.20
H 10.182 2.296 -4.706 0.0 0.0 0.0 0.47
O 3.676 1.879 -1.632 -1.9 -2.8 2.3 -0.97
H 3.221 1.137 -0.859 2.0 3.2 -3.2 0.50
H 3.663 2.758 -1.238 -0.2 0.0 0.2 0.47

=====

No. 4
18
Properties=species:S:1:pos:R:3:forces:R:3:nbo_charge:R:1 method="wB97M-V/def2-TZVPD" max_force_ev_per_a=8.0 e_tot_ha=-948.492366
O -0.594 -1.112 3.506 4.1 -3.9 -5.7 -0.48
C -0.023 -1.624 2.504 -4.2 3.0 -0.2 0.87
N 0.160 -1.919 1.221 0.3 2.0 5.8 -0.58
C 1.109 -0.954 0.577 1.5 -1.1 -1.8 0.22
C 0.637 -0.766 -0.953 -0.9 -0.9 -0.5 -0.46
C -0.891 -0.206 -1.112 -0.2 -0.3 -1.2 -0.47
C -0.969 1.407 -1.264 -1.1 -1.3 1.0 -0.11
O 0.278 1.942 -0.677 -0.5 -0.7 0.7 -0.69
S 0.182 1.466 0.957 -0.2 4.1 2.2 1.66
O 0.559 2.732 1.726 -0.3 -4.2 -2.3 -0.86
O 1.331 0.280 1.317 -0.3 0.3 -1.5 -0.69
H 2.140 -1.492 0.532 -1.7 1.2 0.2 0.22
H 0.610 -1.834 -1.416 0.1 1.8 1.1 0.24
H 1.395 -0.179 -1.599 -1.2 -0.7 1.4 0.25
H -1.571 -0.606 -0.257 1.4 0.8 -1.4 0.24
H -1.320 -0.644 -2.099 0.7 0.6 1.7 0.23
H -1.882 1.746 -0.625 1.6 -0.3 -1.2 0.19
H -1.149 1.764 -2.338 0.9 -0.4 1.7 0.22

=====

No. 5
18
Properties=species:S:1:pos:R:3:forces:R:3:nbo_charge:R:1 method="wB97M-V/def2-TZVPD" max_force_ev_per_a=5.4 e_tot_ha=-948.447728
C -1.164 1.762 -0.046 -1.8 3.0 1.5 0.21
C 0.492 -0.242 2.125 2.7 -1.8 1.7 0.28
C 0.742 0.453 -2.610 1.1 -3.4 -0.2 -0.87
C -1.122 0.431 -0.415 4.4 0.3 1.7 -0.71
C -0.743 -0.865 1.812 -2.9 -0.3 -1.3 0.28
N -1.337 2.838 0.395 0.6 -1.9 -1.0 -0.32
O 1.452 -0.957 2.390 -0.6 -0.1 -0.8 -0.48
O 1.381 0.910 -0.153 2.0 1.8 1.4 -0.94
O 0.693 -1.425 -0.659 0.2 1.3 -0.5 -0.99
O -0.776 -2.100 1.462 3.0 -1.8 -0.3 -0.58
S 0.555 0.027 -0.854 -2.8 -4.1 -2.1 2.17
H 0.574 0.747 2.394 -0.4 2.7 0.0 0.18
H 1.774 0.087 -2.941 -1.4 0.0 0.5 0.26
H -0.052 0.037 -3.302 0.8 0.9 1.1 0.26
H 0.912 1.451 -2.439 -0.5 2.8 -0.7 0.24
H -1.910 -0.155 -0.662 -2.2 -1.5 -1.0 0.25
H -1.708 -0.524 2.249 0.8 0.1 -0.6 0.23
H 0.238 -2.476 1.254 -3.2 1.8 0.5 0.55

=====

No. 6
15
Properties=species:S:1:pos:R:3:forces:R:3:nbo_charge:R:1 method="wB97M-V/def2-TZVPD" max_force_ev_per_a=5.7 e_tot_ha=-722.795610
C -2.602 -0.726 -1.008 5.0 -2.0 -2.0 -0.24
O -1.429 -0.015 -0.383 -1.1 -0.3 0.2 -0.50
C -0.201 -0.629 -0.414 0.9 0.5 -1.7 0.13
C -0.092 -1.854 -1.103 0.3 -4.2 -1.7 0.22
N 0.005 -2.914 -1.616 -0.3 3.0 1.4 -0.30
C 0.961 0.029 -0.138 0.1 0.7 2.5 -0.35
S 0.533 1.493 0.825 1.4 0.4 0.1 0.20
C 2.112 1.903 1.820 0.1 -1.8 -3.5 -0.70
H -3.447 -0.140 -1.134 -1.0 1.8 -0.2 0.21
H -2.859 -1.583 -0.445 -0.2 -0.8 1.0 0.19
H -2.134 -1.179 -2.005 -1.6 1.2 1.7 0.20
H 2.083 -0.306 -0.112 -2.7 0.2 -0.4 0.27
H 2.371 0.929 2.296 0.0 1.3 0.2 0.23
H 2.889 2.232 1.056 -0.8 -0.6 1.2 0.22
H 1.810 2.759 2.360 -0.1 0.5 1.2 0.23

=====

No. 7
15
Properties=species:S:1:pos:R:3:forces:R:3:nbo_charge:R:1 method="wB97M-V/def2-TZVPD" max_force_ev_per_a=3.5 e_tot_ha=-722.748901
C 0.513 -0.435 1.940 -0.8 -1.7 -0.4 -0.35
C -0.259 0.065 0.917 -1.3 2.6 -2.0 -0.23
C 1.791 0.023 1.656 2.2 -0.7 1.7 0.13
C 0.569 0.954 0.112 -0.3 -1.1 0.6 0.20
C 0.318 1.760 -0.956 -1.9 -0.3 0.8 -0.40
N -1.571 -1.540 -1.370 -1.0 1.6 -2.4 -0.93
O 1.870 0.837 0.563 -0.8 -1.0 1.1 -0.42
S -0.612 -0.877 -2.752 -1.4 -0.9 2.0 0.14
H -0.045 -1.267 2.506 2.1 1.5 -0.1 0.26
H -1.354 -0.095 0.714 1.6 0.2 0.4 0.23
H 2.776 -0.124 2.210 -1.6 0.2 -1.0 0.21
H -0.701 2.148 -0.956 0.2 -0.3 -0.7 0.21
H 1.024 2.084 -1.666 0.9 0.5 -0.4 0.21
H -1.811 -2.515 -1.566 0.5 0.2 0.2 0.38
H -2.508 -1.018 -1.353 1.8 -0.9 0.1 0.37

=====

No. 8
15
Properties=species:S:1:pos:R:3:forces:R:3:nbo_charge:R:1 method="wB97M-V/def2-TZVPD" max_force_ev_per_a=2.9 e_tot_ha=-722.862964
C -2.735 0.486 -0.036 -0.1 -1.3 1.5 -0.71
C -1.592 -0.564 -0.094 -1.5 -0.8 1.0 0.52
O -1.788 -1.731 0.209 0.0 0.9 -0.6 -0.51
C -0.166 -0.088 -0.171 1.2 2.2 0.6 -0.14
S 0.018 1.611 0.009 0.6 -2.0 -0.4 -0.12
C 0.887 -1.069 -0.150 -2.2 -0.9 -1.0 -0.40
C 2.221 -0.895 -0.040 1.7 1.3 0.4 0.14
N 3.047 0.189 0.138 -2.8 0.7 -0.2 -0.77
H -2.593 0.944 0.948 0.3 0.3 -0.2 0.25
H -2.690 1.255 -0.758 0.1 0.7 -0.8 0.24
H -3.758 0.080 0.103 0.8 -0.4 -0.8 0.23
H 0.555 -2.144 -0.362 0.5 1.7 0.6 0.25
H 2.794 -1.794 -0.050 0.4 -0.6 -0.1 0.19
H 2.654 1.167 0.159 0.6 -1.7 -0.1 0.43
H 4.025 0.026 0.110 0.5 0.1 0.1 0.40